Record 1
The following is a DFT calculation (ωB97M-V with the def2-TZVPD basis set) of a molecular structure, C51H50N6O8SSiSn.

Highest occupied orbital energy   -3.13 eV
Total energy   -103572.0134 eV
F_max   0.59 eV Å⁻¹
Charge   -2

```
118
Properties=species:S:1:pos:R:3:mulliken_charge:R:1
C 6.88958 -3.96132 -2.38767 -0.5118
O -1.78358 1.53478 1.29063 0.4605
H -4.68151 1.21123 -2.79086 0.2894
H 1.68013 0.83695 -6.16082 0.3563
C -3.20265 6.65099 0.68776 -0.8083
H -3.74867 1.68226 -4.25257 0.4000
O 1.29873 2.55754 0.13689 -0.6136
C -0.03676 -1.39816 2.82986 0.1941
O 2.70473 4.11039 -0.60483 -0.7574
N 1.69224 -2.03507 -0.20196 1.1840
O -2.45731 2.87769 -2.03558 -0.8051
C 3.13060 -5.73811 1.07809 -0.1099
C -1.12044 1.21400 -3.56899 0.2586
H 1.05740 0.33092 2.92457 0.2527
H 4.42057 3.18888 -2.33636 0.5689
C -2.93708 1.42675 5.72453 -0.7757
H 3.55108 -3.02601 3.04406 0.3473
C -0.93809 5.96822 0.28078 -0.6564
H -3.69916 4.66517 3.79253 0.3265
N -1.65748 -1.42492 0.97360 1.7424
C -5.51850 1.42646 1.90602 -0.2266
C -1.91737 -3.34709 -0.51150 -0.6144
H 0.06683 6.17883 -0.06311 0.4931
H -6.72399 2.60618 -1.54882 0.4363
H 7.46745 -5.61361 -1.14913 0.3841
H 1.85732 -0.94094 -2.75056 0.6064
C 3.38144 -4.05608 2.76196 -0.1577
H -4.46669 3.18586 -0.76737 0.7904
C 5.67378 -4.68147 -0.43777 -0.2966
H 7.72978 -4.06515 -3.06157 0.4186
N 0.20126 0.00436 2.48900 -0.2496
H -2.46761 0.57904 3.82022 0.2833
C -6.38920 2.26967 -0.57388 -0.7959
C 3.60049 -3.38138 0.32694 2.6250
H 5.58484 -5.35045 0.40806 0.4101
C 3.62909 0.09749 -3.41322 -1.0484
C 2.87524 -6.67980 2.05804 -0.9147
H -3.97459 7.41262 0.66804 0.3575
Sn 0.30954 0.67151 0.07456 1.3883
O 1.76245 -4.16598 -1.08717 -0.7740
C -1.91425 6.95352 0.27057 -0.3654
S -2.38082 1.41549 -2.31239 1.6120
C 3.12579 -5.00180 3.74722 -0.9514
H -1.67576 7.95331 -0.07501 0.3623
O 2.46015 -0.12527 0.84863 -0.8926
C 6.74160 -4.82713 -1.31701 -0.9361
C 2.46835 -0.05042 -2.67662 -0.7094
C -4.65162 2.19003 1.12211 0.5252
C -2.53748 4.36098 1.14016 0.5414
C -7.22894 1.50175 0.22133 -0.5038
C 2.22005 -3.25293 -0.42422 -0.7308
H -0.47952 3.93136 0.68555 0.2205
H 3.09653 -6.01000 0.03323 0.5349
N 2.03419 0.88277 -1.83793 1.3275
H -2.71797 0.51261 6.26444 0.4123
H -1.39733 -3.97245 0.23139 0.2677
C -0.34320 2.31304 -3.88651 -0.4628
C 3.89259 2.25151 -2.44140 -0.9544
H -1.28143 -3.01294 2.25482 0.5490
C -0.90482 -0.02788 -4.15411 -0.6010
C -1.25045 4.68714 0.71310 -0.5477
C -2.78955 1.47096 4.34489 -0.1802
H -3.47476 2.53031 7.48723 0.3429
H 4.19734 -1.99611 -1.84800 -0.0226
H -0.52083 3.24803 -3.37342 0.5189
H -4.52512 5.13680 1.41032 0.4294
H 3.98598 -0.67865 -4.07778 0.7320
C -2.61949 -2.20423 0.21325 -0.7971
H 1.31472 3.00664 -5.05695 0.3610
C 0.08157 -0.14545 -5.11800 -0.7717
C 4.89738 -2.81014 -1.71397 0.0446
C 2.87405 -6.31737 3.39990 -0.3929
H 4.44370 -1.66256 1.38745 0.3439
H -7.43611 0.48024 2.09701 0.3892
H 0.27429 -1.10816 -5.57327 0.3159
Si -2.88556 2.59995 1.70686 -1.0702
H -0.36421 -2.17592 -1.01854 -0.2843
H 6.08569 -2.23045 -3.38958 0.4731
H -3.07246 -1.54317 -0.52922 0.1009
C -3.36275 2.55445 6.40981 -0.4910
H -2.18284 -1.70807 3.01597 0.2417
C -3.50604 5.36525 1.11345 -0.0679
H -8.22003 1.23514 -0.12742 0.3482
H 3.11392 -4.70071 4.78708 0.4040
C -3.63909 3.71609 5.70344 -0.7211
C 4.73924 -3.67670 -0.63316 -0.4099
N 3.71371 -2.03148 0.80547 0.3467
C 5.62821 1.46906 -4.18298 0.3013
O 6.04193 2.63703 -4.26928 -0.7479
O 6.09755 0.41937 -4.66800 -0.7006
C -6.78931 1.07961 1.46600 -0.7490
C 0.66771 2.17000 -4.83038 -0.4742
H -0.38167 -3.55697 -1.82057 0.3665
H -1.47180 -0.89138 -3.82724 0.1428
H -0.56654 0.62529 2.74072 0.0170
H 2.66206 -7.70116 1.77235 0.3824
C -5.11871 2.60646 -0.12845 -0.2738
C -3.06202 2.62499 3.60956 0.2712
H -3.43455 -2.59940 0.84468 0.4150
C 0.87145 0.95022 -5.45169 -0.2352
H 2.66938 -7.05536 4.16475 0.3940
H 0.78158 -1.97962 2.39724 -0.5575
C 3.39516 -4.41258 1.42106 -0.4447
H -2.66158 -3.98172 -1.00589 0.4857
H -3.72726 -0.01641 -3.66221 0.3836
H -1.91283 -0.43804 1.00905 -0.5310
C -3.49126 3.74428 4.32408 -0.3606
H -5.19564 1.09314 2.88597 0.3226
C 4.35829 1.27531 -3.31714 0.1611
H -3.96645 4.60483 6.23063 0.3939
C -1.36871 -1.92348 2.29771 -1.3098
C 5.96363 -2.94115 -2.58154 -0.5853
C 2.74548 2.00301 -1.70105 0.6416
C -3.78363 1.03168 -3.37984 -1.2873
N -0.99725 -2.80788 -1.51175 -0.4446
C 2.58858 -1.31327 0.51076 -1.3840
H -0.01882 -1.55579 3.91855 0.4045
C 2.23468 2.99026 -0.65762 -0.3359
```

Record 2
The following is a DFT calculation (ωB97M-V with the def2-TZVPD basis set) of a gas-phase ion, C4H12NO (charge +1).

Highest occupied orbital energy   -15.12 eV
Total energy   -7873.2431 eV
F_max   1.65 eV Å⁻¹
Charge   +1

```
18
Properties=species:S:1:pos:R:3:nbo_charge:R:1
H 0.87065 1.23988 0.81264 0.4318
H 0.10843 -0.19858 -1.55330 0.2444
N 0.75424 0.33707 0.35072 -0.4963
H 0.40166 2.72139 -0.81772 0.2117
H -1.12517 0.67069 -0.65550 0.2337
C 0.42585 1.89586 -1.53487 -0.6346
H 1.07313 -1.41022 1.47077 0.2236
C -0.06998 0.62037 -0.86831 -0.2275
O -0.92942 -1.97093 -0.25919 -0.7258
H -1.81325 -0.68813 0.98808 0.1940
H -0.61878 -2.88809 -0.24289 0.4930
H 0.15102 -0.10130 2.32525 0.2375
H -1.34973 -2.12496 1.75427 0.2276
C 0.26960 -0.67612 1.41080 -0.2330
H 1.68489 0.02023 0.08187 0.4382
C -0.98947 -1.39083 1.03326 -0.1071
H -0.27052 2.13849 -2.33555 0.2594
H 1.42687 1.80518 -1.96031 0.2294
```

Record 3
The following is a DFT calculation (ωB97M-V with the def2-TZVPD basis set) of a molecular structure, C7H13MnO2SSe2.

Highest occupied orbital energy (alpha / beta)   -10.87 / -12.23 eV
2S+1   6
Total energy   -184404.1944 eV
F_max   0.84 eV Å⁻¹
Charge   +1

```
26
Properties=species:S:1:pos:R:3:nbo_charge:R:1
H 0.54828 3.70253 0.40283 0.2487
H -0.07904 -0.43063 -1.80771 0.2214
H 1.09346 -1.75716 -1.65461 0.2457
H 2.50110 2.30503 -0.16953 0.2520
H 1.22637 -3.59497 0.12649 0.1794
Se -1.33175 2.07329 0.44454 0.2653
C 0.96958 -0.67720 -1.65722 -0.7749
H -1.69819 3.81979 -1.29049 0.2442
H 0.77989 2.48365 1.65063 0.2349
H 1.24295 2.00147 -1.35834 0.2315
C 0.53225 2.63026 0.59942 -0.5585
H 0.37934 -5.12488 0.44700 0.2175
C -1.71117 2.73561 -1.34177 -0.7529
H -0.98025 2.36266 -2.05275 0.2288
O -2.19448 -1.81252 0.08880 -0.6941
Mn -1.13106 -0.38047 1.12451 1.2082
C 1.50148 1.89400 -0.30653 -0.5831
O -0.85650 -3.54151 0.18257 -0.4887
C -0.80915 -0.25297 3.15594 -0.4526
H -2.70276 2.38436 -1.61250 0.2567
C 0.39665 -4.06092 0.65687 -0.2536
H 0.49594 -3.89325 1.72757 0.1883
S -0.27293 -0.30808 4.55305 0.4980
C -1.09661 -2.28305 0.46968 0.3015
H 1.58803 -0.24990 -2.44185 0.2396
Se 1.60855 -0.02517 0.06341 0.2968
```

Record 4
The following is a DFT calculation (ωB97M-V with the def2-TZVPD basis set) of a single C4H4ClF molecule.

Highest occupied orbital energy   -9.59 eV
Total energy   -19449.6628 eV
F_max   4.70 eV Å⁻¹

```
10
Properties=species:S:1:pos:R:3:nbo_charge:R:1
C 0.94395 0.12900 0.00666 0.3613
H 0.05472 2.22861 0.03006 0.2464
H 1.91055 2.17182 -0.19513 0.2240
Cl -2.56033 0.36406 -0.02010 -0.0297
C -1.51725 -1.03740 0.17257 -0.1947
H 0.20128 -1.91627 0.13310 0.2274
F 2.22392 -0.54300 -0.02720 -0.3532
C -0.21002 -0.93251 -0.00646 -0.2531
C 0.87019 1.49738 0.13233 -0.4576
H -1.91700 -1.96170 -0.22582 0.2291
```

In the order shown, the computed relative energy (zero: lowest compared OMol25 entry of this formula, charge and spin) values come out to 0.00 24.17 0.00 41.38 kcal/mol.